# 1
{
  "formula": "C9H27N5O9",
  "method": "ωB97M-V with the def2-TZVPD basis set",
  "symbols": ["N", "H", "H", "H", "H", "N", "H", "H", "H", "H", "C", "O", "O", "O", "C", "O", "O", "O", "C", "O", "C", "C", "N", "C", "C", "O", "C", "H", "H", "H", "H", "H", "H", "H", "H", "H", "H", "H", "H", "H", "H", "H", "C", "O", "N", "N", "H", "H", "H", "H"],
  "coordinates": [[17.1088, 21.0543, 7.6916], [17.1085, 21.9861, 8.0834], [17.0144, 20.3201, 8.4174], [17.8117, 20.8406, 6.9953], [16.2491, 20.9797, 7.0926], [14.3386, 19.9216, 9.6782], [13.7917, 19.1671, 9.1760], [14.0370, 20.1049, 10.6227], [14.2644, 20.7075, 9.0108], [15.3530, 19.7327, 9.6896], [18.1199, 19.1413, 9.8301], [18.3626, 18.4728, 10.9036], [19.1561, 19.6809, 9.2879], [16.9275, 19.2990, 9.3957], [14.0163, 21.7339, 6.7964], [14.0182, 21.9655, 8.0392], [14.7262, 20.7856, 6.2273], [13.2432, 22.3546, 5.9878], [13.6762, 17.4478, 7.4171], [13.0441, 18.0787, 8.5101], [12.3039, 17.1683, 9.3324], [11.4240, 17.9110, 10.3012], [12.0801, 18.9528, 11.1141], [12.8674, 18.4314, 12.2003], [13.3540, 19.5183, 13.0837], [14.3460, 20.3479, 12.4245], [14.7737, 21.4159, 13.2238], [14.4527, 18.0814, 6.9905], [13.0239, 17.0926, 6.6156], [14.2159, 16.5570, 7.7574], [13.0292, 16.6947, 10.0095], [11.9556, 16.2920, 8.7847], [11.0002, 17.1886, 11.0113], [10.5515, 18.4163, 9.8832], [11.3752, 19.5718, 11.4897], [13.7102, 17.8620, 11.7990], [12.3876, 17.6843, 12.8497], [13.7752, 19.1185, 14.0093], [12.6137, 20.2531, 13.4215], [15.3826, 22.0976, 12.6268], [15.3560, 21.1517, 14.1091], [13.9508, 22.0920, 13.4835], [16.6723, 17.7380, 12.6959], [16.0867, 17.6923, 13.7958], [17.5379, 16.7878, 12.2857], [16.5569, 18.7014, 11.7949], [17.9018, 16.7939, 11.3316], [17.7855, 16.0010, 12.8567], [17.0577, 18.6128, 10.9106], [15.9877, 19.4990, 12.0580]],
  "lowdin_charge": [0.247, 0.121, -0.012, 0.115, 0.054, 0.256, 0.061, 0.061, 0.039, 0.065, -0.844, -0.137, -0.125, -0.129, -0.986, -0.153, -0.218, -0.194, -0.080, -0.207, -0.185, -0.191, -0.056, -0.227, -0.190, -0.258, -0.113, 0.093, 0.087, 0.087, 0.120, 0.122, 0.107, 0.118, 0.114, 0.124, 0.121, 0.118, 0.116, 0.097, 0.096, 0.081, -0.700, -0.085, 0.124, 0.139, 0.088, 0.074, -0.035, 0.082],
  "total_charge": -2,
  "gap_ev": 4.51,
  "lumo_energy_ev": 4.5039
}

---

# 2
{
  "formula": "C36H38Cl5FeN6O4Si",
  "method": "ωB97M-V with the def2-TZVPD basis set",
  "symbols": ["Fe", "N", "N", "C", "O", "O", "H", "H", "H", "Cl", "C", "C", "C", "Cl", "C", "Cl", "C", "Cl", "C", "Cl", "N", "C", "N", "C", "C", "O", "C", "C", "H", "H", "H", "H", "H", "H", "H", "H", "O", "Si", "C", "C", "C", "C", "C", "C", "C", "C", "C", "C", "C", "C", "C", "C", "C", "C", "C", "C", "H", "H", "H", "H", "H", "H", "H", "H", "H", "H", "H", "H", "H", "H", "H", "C", "C", "N", "C", "C", "N", "C", "C", "H", "H", "H", "H", "H", "H", "H", "H", "H", "H", "H", "H"],
  "coordinates": [[1.7265, 0.5584, 1.0104], [2.5269, 2.3754, 0.8950], [3.0996, 2.7047, 2.1359], [3.3812, 1.5942, 2.9610], [4.0899, 1.7361, 3.9326], [2.7551, 0.5157, 2.5996], [3.2052, 2.4206, 0.1439], [1.7471, 2.9831, 0.6554], [3.7870, 3.4426, 2.1403], [2.8979, 1.6509, -2.0853], [3.6776, 0.3010, -1.3073], [3.2319, -0.1991, -0.0741], [3.9231, -1.3346, 0.3830], [3.5019, -2.1292, 1.8653], [4.9802, -1.9150, -0.3226], [5.7943, -3.3062, 0.2828], [5.3863, -1.3792, -1.5378], [6.6808, -2.0899, -2.4187], [4.7263, -0.2663, -2.0367], [5.2072, 0.3840, -3.5564], [0.8347, -1.2085, 1.0306], [0.3414, -2.2380, 0.8884], [-0.1549, -3.4501, 0.8363], [-0.6926, -4.0269, -0.4055], [-2.2044, -4.1427, -0.3167], [-2.6059, -4.8087, 0.8710], [-2.1721, -4.1125, 2.0228], [-0.6556, -4.0683, 2.0718], [-0.2517, -5.0204, -0.5118], [-0.3892, -3.4143, -1.2520], [-2.5786, -4.7306, -1.1534], [-2.6680, -3.1489, -0.3607], [-2.5677, -4.6452, 2.8866], [-2.5771, -3.0893, 2.0232], [-0.2591, -5.0847, 2.1178], [-0.2862, -3.5088, 2.9302], [0.5259, 1.0418, -0.3282], [-0.4556, 0.8190, -1.5791], [-0.2024, -0.8507, -2.4319], [-1.2304, -1.4321, -3.1823], [-1.0370, -2.6163, -3.8843], [0.2001, -3.2471, -3.8565], [1.2341, -2.6937, -3.1127], [1.0266, -1.5163, -2.4054], [-0.1624, 2.2011, -2.8214], [-0.1952, 1.9901, -4.1997], [0.0255, 3.0305, -5.0938], [0.2774, 4.3101, -4.6221], [0.3050, 4.5458, -3.2536], [0.0878, 3.4991, -2.3693], [-2.3039, 0.8655, -1.1859], [-2.9160, -0.2265, -0.5620], [-4.2685, -0.2422, -0.2681], [-5.0547, 0.8557, -0.6020], [-4.4773, 1.9463, -1.2326], [-3.1167, 1.9457, -1.5271], [-2.2032, -0.9535, -3.2206], [-1.8497, -3.0408, -4.4610], [0.3571, -4.1637, -4.4112], [2.2017, -3.1798, -3.0780], [1.8402, -1.1132, -1.8142], [-0.3781, 0.9930, -4.5861], [0.0079, 2.8403, -6.1597], [0.4536, 5.1214, -5.3169], [0.4992, 5.5433, -2.8790], [0.1118, 3.6968, -1.3012], [-2.3056, -1.0841, -0.2966], [-4.7150, -1.1048, 0.2135], [-6.1135, 0.8545, -0.3763], [-5.0867, 2.7995, -1.5035], [-2.6854, 2.8032, -2.0313], [0.1719, 0.1793, 3.7260], [-0.9418, 0.4695, 4.7625], [-1.7018, 1.6618, 4.3974], [-2.3068, 1.4433, 3.0863], [-1.2211, 1.1369, 2.0299], [0.1253, 1.1719, 2.6223], [0.3171, 2.5083, 3.2254], [-0.7739, 2.7846, 4.2944], [0.0552, -0.8092, 3.2898], [1.1640, 0.2241, 4.1698], [-0.5156, 0.6251, 5.7550], [-1.6412, -0.3668, 4.8346], [-2.8724, 2.3370, 2.8164], [-3.0210, 0.6205, 3.1648], [-1.2457, 1.8526, 1.2150], [-1.3481, 0.1520, 1.5955], [0.2749, 3.2445, 2.4187], [1.3077, 2.5543, 3.6688], [-1.3439, 3.6824, 4.0491], [-0.3180, 2.9408, 5.2733]],
  "lowdin_charge": [0.567, 0.003, 0.031, -0.688, 0.073, -0.172, 0.060, 0.107, 0.147, 0.791, -0.649, -0.199, -0.634, 0.742, -0.706, 0.679, -0.716, 0.685, -0.712, 0.684, 0.179, -0.184, -0.048, -0.082, -0.169, -0.118, -0.184, -0.093, 0.139, 0.093, 0.135, 0.108, 0.131, 0.128, 0.136, 0.132, -0.381, 0.471, -0.213, -0.100, -0.087, -0.096, -0.081, -0.090, -0.278, -0.085, -0.082, -0.092, -0.090, -0.134, -0.228, -0.128, -0.083, -0.088, -0.081, -0.075, 0.105, 0.103, 0.103, 0.109, 0.068, 0.099, 0.102, 0.100, 0.100, 0.096, 0.075, 0.100, 0.101, 0.102, 0.098, -0.130, -0.145, -0.158, -0.142, -0.157, -0.163, -0.129, -0.141, 0.092, 0.117, 0.118, 0.114, 0.119, 0.115, 0.104, 0.089, 0.118, 0.103, 0.117, 0.120],
  "gap_ev": [8.52, 8.58],
  "lumo_energy_ev": [0.1010, 0.1527],
  "multiplicity": 2
}

---

# 3
{
  "formula": "C2H5ClN2S",
  "method": "ωB97M-V with the def2-TZVPD basis set",
  "symbols": ["C", "C", "H", "H", "H", "H", "H", "N", "N", "S", "Cl"],
  "coordinates": [[0.0050, 0.6808, 0.0702], [-1.4917, 0.8178, 0.3424], [2.0119, -0.6129, -1.3557], [0.2901, -1.3382, 0.6506], [1.4496, 1.6774, -0.5614], [-1.7357, 0.7600, 1.4809], [-1.8629, 1.7320, -0.0810], [0.7418, -0.3724, 0.6279], [0.4202, 1.7896, -0.3025], [2.3094, -0.5263, -0.0559], [-2.1363, -0.7476, -0.2348]],
  "lowdin_charge": [-0.688, -0.505, -0.130, 0.079, 0.036, 0.106, 0.070, -0.376, 0.112, 0.748, 0.550],
  "gap_ev": 10.42,
  "smiles": "[H]/N=C(/CCl)NS",
  "lumo_energy_ev": 0.6381
}

---

# 4
{
  "formula": "C4H8IN2",
  "method": "ωB97M-V with the def2-TZVPD basis set",
  "symbols": ["C", "C", "C", "C", "N", "N", "I", "H", "H", "H", "H", "H", "H", "H", "H"],
  "coordinates": [[-0.4570, 0.7273, 0.0233], [-0.2148, -0.6143, -0.6481], [1.6265, -0.4621, 0.9314], [-1.6486, 1.5307, -0.3707], [0.3319, 1.1087, 0.9070], [0.6652, -1.3705, 0.3013], [3.3279, 0.0124, -0.2073], [-1.1351, -1.1645, -0.8500], [0.3207, -0.4373, -1.5873], [1.8121, -0.6278, 1.9813], [-1.3820, 2.5818, -0.4165], [-2.4078, 1.4261, 0.4053], [-2.0583, 1.2058, -1.3245], [0.0766, -1.7759, 1.0438], [1.1427, -2.1402, -0.1890]],
  "lowdin_charge": [-0.440, -0.072, -0.621, -0.009, 0.217, -0.027, 0.948, 0.146, 0.136, 0.065, 0.097, 0.103, 0.090, 0.194, 0.173],
  "total_charge": 1,
  "gap_ev": 9.61,
  "lumo_energy_ev": -3.8920
}

---

# 5
{
  "formula": "C22H27BN9OPd",
  "method": "ωB97M-V with the def2-TZVPD basis set",
  "symbols": ["Pd", "C", "C", "C", "C", "N", "N", "B", "N", "C", "C", "C", "C", "N", "N", "C", "C", "C", "C", "N", "N", "C", "C", "C", "C", "N", "H", "H", "H", "H", "H", "H", "H", "H", "H", "H", "H", "H", "H", "H", "H", "H", "H", "H", "H", "H", "O", "C", "C", "C", "C", "C", "C", "N", "H", "H", "H", "H", "H", "H", "H"],
  "coordinates": [[0.8996, 0.0009, -0.7302], [0.6084, -3.0824, -2.1208], [-0.4800, -2.5719, -1.2413], [-1.6213, -3.2310, -0.8057], [-2.2609, -2.3717, 0.0713], [-1.5501, -1.2453, 0.1629], [-0.4755, -1.3649, -0.6290], [-1.7038, 0.0004, 1.0963], [-1.5503, 1.2462, 0.1630], [-2.2618, 2.3722, 0.0709], [-1.6224, 3.2317, -0.8062], [-0.4805, 2.5732, -1.2413], [0.6081, 3.0839, -2.1202], [-0.4759, 1.3661, -0.6292], [-0.4695, 0.0003, 2.0204], [-0.4182, 0.0000, 3.3596], [0.9023, -0.0001, 3.7444], [1.6445, 0.0000, 2.5720], [3.1342, 0.0000, 2.5393], [0.8097, 0.0002, 1.5102], [-3.0527, 0.0003, 1.7189], [-4.2323, -0.0001, 1.0241], [-5.2526, -0.0007, 1.9300], [-4.6165, -0.0002, 3.1948], [-5.2560, -0.0005, 4.5461], [-3.3056, 0.0003, 3.0622], [0.4528, -4.1437, -2.2950], [1.5881, -2.9615, -1.6538], [0.6170, -2.5797, -3.0856], [-1.9201, -4.2293, -1.0728], [-3.1477, -2.5054, 0.6680], [-3.1487, 2.5057, 0.6675], [-1.9215, 4.2299, -1.0733], [0.4521, 4.1451, -2.2949], [0.6174, 2.5810, -3.0849], [1.5876, 2.9636, -1.6528], [-1.3361, 0.0000, 3.9219], [1.2916, -0.0003, 4.7469], [3.4951, -0.0006, 3.5648], [3.5342, 0.8960, 2.0634], [3.5343, -0.8953, 2.0623], [-4.2549, -0.0001, -0.0539], [-6.3093, -0.0012, 1.7289], [-6.3398, -0.0010, 4.4582], [-4.9579, 0.8805, 5.1136], [-4.9570, -0.8811, 5.1136], [0.7899, -0.0006, -3.0832], [1.9900, -0.0007, -3.8489], [3.1754, -0.0003, -2.9255], [4.4419, -0.0009, -3.4832], [5.5506, -0.0012, -2.6584], [5.3581, -0.0007, -1.2842], [4.0710, 0.0003, -0.8021], [2.9759, 0.0004, -1.5930], [0.0214, -0.0009, -3.6670], [2.0293, 0.8846, -4.4901], [2.0294, -0.8866, -4.4893], [4.5508, -0.0014, -4.5597], [6.5467, -0.0018, -3.0794], [6.1909, -0.0008, -0.5967], [3.8801, 0.0012, 0.2559]],
  "lowdin_charge": [1.300, -0.002, -0.271, 0.037, 0.014, 0.047, -0.039, -0.639, 0.047, 0.014, 0.037, -0.271, -0.002, -0.039, 0.033, -0.005, 0.016, -0.306, -0.026, 0.036, -0.015, -0.094, 0.006, -0.326, -0.017, 0.122, 0.100, 0.087, 0.073, 0.131, 0.148, 0.148, 0.131, 0.100, 0.073, 0.087, 0.113, 0.125, 0.096, 0.085, 0.085, 0.130, 0.115, 0.082, 0.085, 0.085, -0.143, -0.153, -0.242, 0.013, 0.006, -0.010, -0.098, 0.009, 0.133, 0.144, 0.144, 0.139, 0.134, 0.128, 0.060],
  "total_charge": 2,
  "gap_ev": [4.76, 5.15],
  "lumo_energy_ev": [-9.3023, -8.9137],
  "multiplicity": 2
}

---

# 6
{
  "formula": "C2H4I2O",
  "method": "ωB97M-V with the def2-TZVPD basis set",
  "symbols": ["C", "C", "O", "I", "I", "H", "H", "H", "H"],
  "coordinates": [[-0.5650, 0.2159, -1.3437], [0.4964, -0.1384, 0.8053], [-0.1456, 0.5475, 1.7628], [2.4138, 0.9044, 0.5271], [0.7675, -2.3029, 0.8230], [-1.4627, 0.2326, -0.7814], [-0.0826, 1.1081, -1.6681], [-0.4880, -0.5601, -2.1887], [-0.9338, -0.0071, 2.0637]],
  "lowdin_charge": [-0.014, -1.262, -0.197, 0.682, 0.653, -0.012, -0.025, 0.038, 0.137],
  "gap_ev": [7.01, 7.52],
  "lumo_energy_ev": [0.0443, -1.7669],
  "multiplicity": 3
}

---

# 7
{
  "formula": "C3H8Cl2NP",
  "method": "ωB97M-V with the def2-TZVPD basis set",
  "symbols": ["C", "C", "C", "N", "P", "Cl", "Cl", "H", "H", "H", "H", "H", "H", "H", "H"],
  "coordinates": [[2.1881, -0.6852, -1.3569], [1.7970, -0.5343, 1.0898], [2.0873, 0.0427, -0.2550], [-1.5849, 0.8696, -0.4720], [-2.8962, 0.7292, 0.2223], [-4.2297, 2.0710, -0.3597], [-4.0824, -0.9231, -0.0470], [2.0521, -0.1217, -2.2391], [2.0074, -1.7558, -1.3177], [-3.0318, 0.9442, 1.6680], [1.8525, -1.6542, 1.1539], [0.6204, -0.3347, 0.9801], [2.0618, 0.1350, 1.9371], [2.2041, 1.1397, -0.3560], [-1.0456, 0.0776, -0.6477]],
  "lowdin_charge": [-0.042, -0.120, -0.299, -0.265, -0.148, 0.272, 0.198, 0.036, 0.059, -0.002, 0.088, 0.089, 0.073, 0.107, -0.045],
  "gap_ev": 10.07,
  "smiles": "N=[PH](Cl)Cl.C=CC",
  "lumo_energy_ev": 0.6933
}

---

# 8
{
  "formula": "C11H12FN3S",
  "method": "ωB97M-V with the def2-TZVPD basis set",
  "symbols": ["C", "C", "F", "C", "C", "C", "C", "N", "S", "N", "C", "C", "C", "C", "C", "N", "H", "H", "H", "H", "H", "H", "H", "H", "H", "H", "H", "H"],
  "coordinates": [[-1.9110, -2.0010, -0.5480], [-0.9680, -1.7510, -1.8020], [-1.0184, -2.8666, -2.6962], [0.5289, -1.4354, -1.3454], [0.5972, -0.6361, -0.0033], [1.2551, -1.1894, 1.1935], [1.3308, -0.4248, 2.4793], [1.8909, -0.7988, 3.7001], [1.6778, 0.4800, 4.7391], [0.8764, 1.6331, 3.8236], [0.7482, 0.9706, 2.6160], [0.0810, 1.5173, 1.3909], [0.0047, 0.7567, 0.1328], [-0.7105, 1.5302, -1.0561], [0.1026, 2.9076, -1.2052], [1.2157, 2.8958, -1.8446], [-2.7693, -2.6855, -0.7877], [-1.3465, -2.4993, 0.2983], [-2.2786, -0.9744, -0.2426], [-1.3558, -0.8756, -2.4042], [1.0744, -0.9576, -2.2014], [0.9974, -2.4477, -1.1373], [1.7180, -2.2045, 1.1586], [-0.3576, 2.5527, 1.4477], [-1.7762, 1.7955, -0.8046], [-0.6195, 0.9714, -2.0294], [-0.3278, 3.8084, -0.6980], [1.3400, 1.9284, -2.1743]],
  "lowdin_charge": [-0.037, -0.331, -0.066, -0.101, -0.153, 0.040, -0.296, -0.262, 0.950, -0.234, -0.344, 0.032, -0.139, -0.132, -0.228, 0.082, 0.085, 0.088, 0.084, 0.123, 0.120, 0.127, 0.114, 0.117, 0.115, 0.092, 0.109, 0.042],
  "gap_ev": 7.78,
  "lumo_energy_ev": -1.1563
}